# 1
C4H6N2OS in the gas phase, computed with the ωB97M-V functional and the def2-TZVPD basis.

XYZ file:
```
14
Properties=species:S:1:pos:R:3
C 0.31609 0.84216 0.03055
C -0.16962 -1.06643 -1.77981
C -0.13143 -1.36351 -0.25793
C -0.80630 -0.16530 0.23965
H 1.17289 2.35575 2.52328
H 0.23872 0.91944 2.37917
H 0.39131 -1.77603 -2.35183
H -1.17404 -1.07421 -2.20564
H 0.89926 -1.47733 0.04704
H -1.72883 0.04942 -0.35258
N 0.50248 1.82375 1.99876
N 0.96556 1.71906 0.67140
O -0.95744 -1.42625 0.86397
S 0.48135 0.63948 -1.80602
```

Summary:
structure (SMILES): N/N=C1/SC[C@@H]2O[C@@H]12
molecular weight: 130.17 g/mol
frontier orbital gap: 9.22 eV
electronic energy: -738.7727 a.u.
strongest force on any atom: 1.93 eV/A

Need the Mulliken charges? In units of e they are: atom 1 (C): 0.394, atom 2 (C): -0.654, atom 3 (C): 0.064, atom 4 (C): -0.177, atom 5 (H): 0.253, atom 6 (H): 0.242, atom 7 (H): 0.396, atom 8 (H): 0.343, atom 9 (H): 0.272, atom 10 (H): 0.251, atom 11 (N): -0.446, atom 12 (N): -0.417, atom 13 (O): -0.395, atom 14 (S): -0.124

# 2
C22H19BrN5O4SV as an isolated structure, computed with the ωB97M-V functional and the def2-TZVPD basis.

XYZ file:
```
53
Properties=species:S:1:pos:R:3
V -0.29552 -0.44112 -0.68621
O -2.57759 -4.00242 -0.09053
C -1.98936 -2.82304 -0.11351
O -1.44011 -2.36788 -1.10665
C -2.04285 -2.05510 1.15137
C -2.66175 -2.42755 2.32684
C -2.59569 -1.53581 3.39761
C -1.92073 -0.33388 3.26068
C -1.31417 -0.04784 2.04273
N -1.38850 -0.89552 1.02785
C -0.48928 1.20575 1.75144
O -0.42372 2.06618 2.60675
O 0.08874 1.18920 0.59845
H -2.47441 -4.43002 -0.95574
H -3.17603 -3.37453 2.40349
H -3.07168 -1.78943 4.33522
H -1.83959 0.38732 4.06189
C 3.27353 2.34898 -1.77652
N 1.86516 2.69733 -1.73690
C 1.33213 3.88747 -1.27478
C -0.00248 3.79542 -1.36871
N -0.28036 2.53868 -1.89304
C 0.88168 1.85785 -2.10099
S 1.07020 0.28451 -2.70288
C -1.58136 2.03827 -2.12246
C -2.49798 2.83359 -2.78674
C -3.78045 2.34908 -2.97429
C -4.09025 1.08288 -2.50745
C -3.10429 0.35631 -1.86825
N -1.86834 0.81998 -1.66248
H 3.84844 3.18699 -1.39305
H 3.57980 2.12811 -2.79677
H 3.45156 1.46860 -1.16112
H 1.94883 4.68459 -0.90183
H -0.77899 4.47777 -1.07598
H -2.20113 3.80351 -3.16034
H -4.52153 2.94499 -3.48895
H -5.07727 0.66458 -2.64055
H -3.30375 -0.64047 -1.49907
C 3.56400 -1.16853 3.23185
C 3.07821 -1.70971 1.91687
C 3.72615 -2.74394 1.25052
C 3.24391 -3.18762 0.03359
C 2.11241 -2.58190 -0.48296
Br 1.46264 -3.16976 -2.15286
N 1.46226 -1.59608 0.12907
C 1.95619 -1.17610 1.30565
H 4.36502 -1.78650 3.63222
H 2.75614 -1.13258 3.96266
H 3.94382 -0.15244 3.11767
H 4.61038 -3.19760 1.68057
H 3.73012 -3.98194 -0.51248
H 1.43792 -0.34860 1.76908
```

Summary:
molecular weight: 580.34 g/mol
multiplicity: 4
frontier orbital gap (spin up / spin down): 6.83 / 7.53 eV
charge: +1
electronic energy: -5340.6994 a.u.
strongest force on any atom: 0.34 eV/A

Need the Mulliken charges? In units of e they are: atom 1 (V): 0.391, atom 2 (O): -0.458, atom 3 (C): 0.304, atom 4 (O): -0.535, atom 5 (C): 0.340, atom 6 (C): -0.820, atom 7 (C): -0.431, atom 8 (C): -1.036, atom 9 (C): 0.509, atom 10 (N): 0.654, atom 11 (C): 0.278, atom 12 (O): -0.726, atom 13 (O): -0.363, atom 14 (H): 0.406, atom 15 (H): 0.591, atom 16 (H): 0.459, atom 17 (H): 0.582, atom 18 (C): -0.846, atom 19 (N): 0.182, atom 20 (C): -0.633, atom 21 (C): -0.411, atom 22 (N): 0.556, atom 23 (C): 0.111, atom 24 (S): -0.456, atom 25 (C): 0.080, atom 26 (C): -0.843, atom 27 (C): -0.457, atom 28 (C): -0.961, atom 29 (C): -0.119, atom 30 (N): 0.612, atom 31 (H): 0.340, atom 32 (H): 0.352, atom 33 (H): 0.292, atom 34 (H): 0.466, atom 35 (H): 0.509, atom 36 (H): 0.541, atom 37 (H): 0.442, atom 38 (H): 0.438, atom 39 (H): 0.299, atom 40 (C): -1.386, atom 41 (C): 0.395, atom 42 (C): -0.434, atom 43 (C): -0.712, atom 44 (C): -0.025, atom 45 (Br): -0.061, atom 46 (N): 0.526, atom 47 (C): -0.494, atom 48 (H): 0.396, atom 49 (H): 0.345, atom 50 (H): 0.321, atom 51 (H): 0.407, atom 52 (H): 0.450, atom 53 (H): 0.632

# 3
A 4-piece molecular cluster, C20H21F3OS overall, computed with the ωB97M-V functional and the def2-TZVPD basis.

XYZ file:
```
46
Properties=species:S:1:pos:R:3
F -1.58841 1.20755 -0.02070
C -2.17493 0.35244 0.84559
C -1.37283 -0.43776 1.64445
C -1.96855 -1.33756 2.50808
C -3.34720 -1.41580 2.57991
C -4.14307 -0.59894 1.78617
C -3.55041 0.33191 0.93763
H -0.29821 -0.32002 1.57769
H -1.33251 -1.97591 3.10679
H -3.81185 -2.14782 3.22952
H -5.21340 -0.74588 1.79620
H -4.21874 0.91972 0.32144
F 0.89539 -6.64025 2.79078
C 1.09814 -5.51524 2.07390
C 0.00687 -4.76440 1.68639
C 0.23259 -3.63485 0.91239
C 1.52572 -3.22463 0.60664
C 2.60251 -4.01933 0.99063
C 2.38856 -5.16684 1.74229
H -0.99517 -5.00528 2.01474
H -0.58483 -3.04784 0.51127
H 1.73204 -2.41434 -0.08021
H 3.61657 -3.70574 0.77748
H 3.17886 -5.86584 1.98605
F 2.18832 3.40652 -0.79551
C 1.34857 4.47243 -0.75063
C 1.90141 5.73675 -0.69953
C 1.05871 6.82990 -0.61673
C -0.31192 6.63579 -0.67431
C -0.84104 5.35499 -0.79565
C -0.01117 4.26139 -0.85938
H 2.97772 5.85491 -0.70682
H 1.46724 7.82475 -0.50663
H -0.97709 7.47838 -0.53180
H -1.91711 5.26304 -0.86411
H -0.36943 3.24589 -0.94407
C 0.93546 0.52043 -2.18463
S 0.19295 -1.09781 -2.39080
O -0.81006 -0.95912 -3.47417
C 1.62969 -1.91479 -3.14814
H 1.10134 0.95401 -3.17003
H 1.88385 0.44555 -1.65115
H 0.22941 1.10905 -1.61035
H 1.20822 -2.42857 -4.01008
H 2.06462 -2.62020 -2.44354
H 2.37316 -1.20067 -3.49706
```

Summary:
molecular weight: 366.45 g/mol
frontier orbital gap: 9.60 eV
electronic energy: -1547.6826 a.u.
strongest force on any atom: 1.02 eV/A

Need the Mulliken charges? In units of e they are: atom 1 (F): -0.207, atom 2 (C): 0.470, atom 3 (C): -0.369, atom 4 (C): -0.372, atom 5 (C): -0.628, atom 6 (C): -0.367, atom 7 (C): -0.567, atom 8 (H): 0.435, atom 9 (H): 0.463, atom 10 (H): 0.372, atom 11 (H): 0.370, atom 12 (H): 0.384, atom 13 (F): -0.321, atom 14 (C): 0.439, atom 15 (C): -0.557, atom 16 (C): -0.325, atom 17 (C): -0.473, atom 18 (C): -0.569, atom 19 (C): -0.454, atom 20 (H): 0.442, atom 21 (H): 0.549, atom 22 (H): 0.460, atom 23 (H): 0.371, atom 24 (H): 0.402, atom 25 (F): -0.270, atom 26 (C): 0.383, atom 27 (C): -0.430, atom 28 (C): -0.422, atom 29 (C): -0.450, atom 30 (C): -0.521, atom 31 (C): -0.041, atom 32 (H): 0.414, atom 33 (H): 0.358, atom 34 (H): 0.357, atom 35 (H): 0.368, atom 36 (H): 0.236, atom 37 (C): -0.377, atom 38 (S): 0.719, atom 39 (O): -0.742, atom 40 (C): -0.977, atom 41 (H): 0.454, atom 42 (H): 0.413, atom 43 (H): -0.390, atom 44 (H): 0.365, atom 45 (H): 0.292, atom 46 (H): 0.312